a | # C6H15N3

2 unconnected molecules or ions with the total composition C6H15N3 (ωB97M-V/def2-TZVPD, the Open Molecules 2025 dataset).

The calculation puts the gap between HOMO and LUMO at 9.39 eV. The LUMO energy comes out at 0.0288 Ha. The calculation puts the HOMO energy at -8.6 eV. As for the SMILES: [H]/N=C(/C)CC.[H]/N=C(/C)N.

```
24
C6H15N3, DFT ωB97M-V/def2-TZVPD
C 1.09966 1.13916 0.71412
C -1.11926 -0.08831 1.74639
C 1.61883 2.23063 -0.20847
C -0.71092 0.96349 0.77560
N -1.44065 1.86823 0.34933
H -1.07209 2.54214 -0.31221
H 1.18188 1.48019 1.74959
H 1.73497 0.24887 0.74905
H -0.33890 -0.82984 1.88352
H -1.33265 0.38351 2.70615
H -2.02432 -0.57122 1.38305
H 2.64956 2.49440 0.03651
H 1.02992 3.14314 -0.11519
H 1.57485 1.91782 -1.25103
C 0.23162 -2.60662 -0.32097
C -0.51973 -1.74947 -1.30997
N -0.32249 -0.39702 -1.18107
N -1.29573 -2.33322 -2.13868
H 0.46800 0.15977 -0.45671
H -0.82578 0.16952 -1.85225
H -1.80495 -1.67555 -2.72885
H -0.37253 -2.75266 0.57519
H 0.41104 -3.58551 -0.75801
H 1.17967 -2.15144 -0.03510
```

b | # C6H15N3

2 unconnected molecules or ions with the total composition C6H15N3 (ωB97M-V/def2-TZVPD, the Open Molecules 2025 dataset).

The calculation puts the gap between HOMO and LUMO at 8.92 eV. The LUMO energy comes out at 0.0311 Ha. The calculation puts the HOMO energy at -8.1 eV. As for the SMILES: [H]/N=C(\N)C(=C)C.CNC.

```
24
C6H15N3, DFT ωB97M-V/def2-TZVPD
C -1.97421 -1.39591 -0.57239
C -0.92768 -0.05716 -2.31598
N -0.95844 -0.37985 -0.88073
C -0.11728 0.96213 0.60312
N -0.91572 0.83426 1.72226
N 0.04599 2.10206 0.02474
H -0.86139 1.65075 2.33111
H -1.91191 0.65510 1.75074
H -0.36924 2.85365 0.57290
H -1.68490 -2.33342 -1.05294
H -2.04189 -1.53379 0.50695
H -0.16882 0.70260 -2.50557
H -1.89537 0.31830 -2.64931
H -0.62374 -0.94316 -2.87868
H -2.96157 -1.10294 -0.93550
C 2.58844 0.40758 0.06938
C 1.42378 0.05550 0.94809
C 1.52290 -0.90334 1.87922
H -0.00591 -0.73566 -0.67357
H 2.80380 1.48047 0.11865
H 3.50220 -0.13814 0.33930
H 2.37737 0.16767 -0.97925
H 2.44960 -1.45222 2.05363
H 0.70399 -1.21447 2.52381
```

Most stable to least stable: a, b

a | # C4H12N2

A gas-phase ion, C4H12N2 (charge +1) (ωB97M-V/def2-TZVPD, the Open Molecules 2025 dataset).

As for the total charge: +1. The calculation puts the gap between HOMO and LUMO (spin up / spin down) at 3.70 / 10.03 eV. As for the spin multiplicity: 2. The LUMO energy (spin up / spin down) comes out at -0.1213 / -0.1265 Ha. The calculation puts the HOMO energy (spin up / spin down) at -7.0 / -13.5 eV.

```
18
C4H12N2, DFT ωB97M-V/def2-TZVPD
C -0.10450 -0.87459 0.99429
C 0.46705 0.35759 0.37587
C -0.36192 0.83254 -0.82860
C -1.59698 1.27766 -0.70814
N 0.26222 0.99473 -2.20752
N 0.86309 -1.78447 1.68611
H -0.90587 -0.62670 1.73168
H -0.82423 -1.63304 0.39822
H 0.59069 1.12348 1.22694
H 1.53064 0.33093 0.24348
H -2.38097 1.53922 -1.58345
H -1.95150 1.18258 0.32634
H -0.46331 1.52735 -2.81683
H 0.40309 0.01919 -2.60034
H 1.10014 1.50970 -1.98227
H 1.75955 -1.79731 1.20705
H 1.14845 -1.31722 2.61330
H 0.46438 -2.66164 1.92387
```

b | # C4H12N2

2 unconnected molecules or ions with the total composition C4H12N2 (ωB97M-V/def2-TZVPD, the Open Molecules 2025 dataset).

As for the total charge: +1. The calculation puts the gap between HOMO and LUMO (spin up / spin down) at 7.32 / 9.07 eV. As for the spin multiplicity: 2. The LUMO energy (spin up / spin down) comes out at -0.1380 / -0.1376 Ha. The calculation puts the HOMO energy (spin up / spin down) at -11.1 / -12.8 eV.

```
18
C4H12N2, DFT ωB97M-V/def2-TZVPD
C -0.95578 -0.57791 -0.74801
C 0.34375 -0.89239 -1.52625
C 1.21444 -0.38933 -0.34720
C 1.06140 0.73159 0.40382
N 2.21421 0.87688 1.38206
N -3.21994 0.05226 0.32440
H -1.13449 -1.23685 0.07935
H -1.27148 0.44256 -0.75142
H 0.51002 -1.95631 -1.59753
H 0.25201 -0.37155 -2.45823
H 1.78361 -1.20418 0.15860
H 0.61890 1.69413 0.19658
H 2.02201 0.55386 2.33274
H 3.03140 0.33697 0.98320
H 2.51517 1.84300 1.46599
H -3.63848 -0.54702 -0.38650
H -3.64538 -0.38566 1.13231
H -3.59384 1.00285 0.25668
```

Most stable to least stable: b, a

a | # CH3BBr2O2

A molecular structure, CH3BBr2O2 (ωB97M-V/def2-TZVPD, the Open Molecules 2025 dataset).

The calculation puts the gap between HOMO and LUMO at 9.94 eV. The LUMO energy comes out at 0.0009 Ha. The calculation puts the HOMO energy at -9.9 eV.

```
9
CH3BBr2O2, DFT ωB97M-V/def2-TZVPD
B 0.07341 -0.22227 0.42294
C 0.22429 0.30304 -1.12452
O -1.00244 -0.97127 0.72674
O 1.00706 0.30601 1.28093
Br -0.65443 -0.87057 -2.47367
Br -0.73530 1.96925 -1.05387
H 1.16387 0.47190 -1.63031
H -0.94722 -1.18224 1.62785
H 0.87075 0.19614 2.22391
```

b | # CH3BBr2O2

A molecular structure, CH3BBr2O2 (ωB97M-V/def2-TZVPD, the Open Molecules 2025 dataset).

The calculation puts the gap between HOMO and LUMO at 9.95 eV. The LUMO energy comes out at 0.0019 Ha. The calculation puts the HOMO energy at -9.9 eV.

```
9
CH3BBr2O2, DFT ωB97M-V/def2-TZVPD
B 0.33849 -0.12892 0.28812
C -0.47870 0.45296 -0.97027
O -0.15302 -1.34549 0.61453
O 1.36736 0.56110 0.83864
Br -1.53403 -0.82689 -2.02639
Br -1.73694 1.63753 -0.07108
H 0.11445 0.93221 -1.66827
H 0.25231 -1.50703 1.44963
H 1.83007 0.22453 1.54509
```

Most stable to least stable: a, b

a | # C5H10FNO

A molecular structure, C5H10FNO (ωB97M-V/def2-TZVPD, the Open Molecules 2025 dataset).

The calculation puts the gap between HOMO and LUMO at 9.69 eV. The LUMO energy comes out at -0.0002 Ha. The calculation puts the HOMO energy at -9.7 eV.

```
18
C5H10FNO, DFT ωB97M-V/def2-TZVPD
C -2.17118 -0.89668 -1.15111
C -0.76330 0.76621 0.25217
C 0.76404 1.12390 0.23441
C 0.27549 0.04521 1.06162
C 0.79693 -1.35445 0.61867
H -3.51545 -0.35143 -1.99510
H -1.68199 -1.99402 -1.97641
H -2.20810 -1.24847 0.21500
H -1.46536 1.62480 0.60613
H 1.23347 0.97857 -0.80711
H 0.24257 0.22404 2.06365
H -0.30304 -1.63141 0.57238
H 1.60502 -1.84377 1.36698
H 0.52661 -1.61445 -1.41893
H 1.72622 -0.63512 -0.85742
N 1.26445 -1.72429 -0.69041
O -1.07776 0.11036 -1.00075
F 1.13323 2.17482 0.99723
```

b | # C5H10FNO

C5H10FNO in the gas phase (ωB97M-V/def2-TZVPD, the Open Molecules 2025 dataset).

The calculation puts the gap between HOMO and LUMO at 10.89 eV. The LUMO energy comes out at 0.0398 Ha. The calculation puts the HOMO energy at -9.8 eV. As for the SMILES: C/C=C/CO[C@@H](N)F.

```
18
C5H10FNO, DFT ωB97M-V/def2-TZVPD
C 2.07269 -0.67264 -0.32342
C 1.13385 0.15285 -0.09696
C 3.52691 -0.31913 -0.57027
C -0.29575 -0.42056 0.13937
C -2.60977 0.23225 0.43744
N -3.40236 1.37385 0.78158
O -1.32151 0.52497 0.38875
F -3.10214 -0.26116 -0.87245
H 2.11230 -1.75421 -0.11430
H 1.10491 1.25180 -0.11178
H 4.05444 -0.51164 0.35727
H 3.98384 -1.01453 -1.41190
H 3.82139 0.76030 -0.87724
H -0.28850 -1.02461 1.05822
H -0.65832 -1.00754 -0.68974
H -2.84203 -0.76118 1.18571
H -3.00210 2.19991 0.35687
H -4.28786 1.25128 0.36289
```

Most stable to least stable: b, a

a | # C5H12N3

A gas-phase ion, C5H12N3 (charge +1) (ωB97M-V/def2-TZVPD, the Open Molecules 2025 dataset).

As for the total charge: +1. The calculation puts the gap between HOMO and LUMO (spin up / spin down) at 7.35 / 7.34 eV. The LUMO energy (spin up / spin down) comes out at -0.1270 / -0.1270 Ha. The calculation puts the HOMO energy (spin up / spin down) at -10.8 / -10.8 eV.

```
20
C5H12N3, DFT ωB97M-V/def2-TZVPD
C 0.39648 -1.75804 0.20849
C -0.11303 -1.17801 -2.04311
C 0.30423 0.43953 1.44596
C 0.31514 -0.43294 -3.21448
C -0.08393 1.32794 0.38110
N 0.57260 -1.17305 -0.98494
N 0.41698 -0.96931 1.25456
N -0.51867 0.77797 2.69260
H 0.79692 -2.80300 0.35334
H -1.15148 -1.60232 -2.01661
H 1.19463 -0.87265 -3.75157
H 0.54292 0.60879 -2.95083
H -0.40381 -0.43970 -4.10158
H 0.79640 1.43005 -0.14385
H -0.54471 2.27997 0.67501
H -0.88066 0.69479 -0.14858
H 0.35441 -1.48025 2.11324
H -0.00704 1.41490 3.33864
H -0.53936 -0.08919 3.23342
H -1.52437 1.03542 2.53541
```

b | # C5H12N3

2 unconnected molecules or ions with the total composition C5H12N3 (ωB97M-V/def2-TZVPD, the Open Molecules 2025 dataset).

As for the total charge: +1. The calculation puts the gap between HOMO and LUMO at 10.35 eV. The LUMO energy comes out at -0.0971 Ha. The calculation puts the HOMO energy at -13.0 eV.

```
20
C5H12N3, DFT ωB97M-V/def2-TZVPD
C -1.38462 -1.64908 1.44312
C 1.26768 2.15754 0.31241
C 0.91606 1.12796 1.33181
C 1.10231 0.72436 -0.13543
C -0.12699 -0.78670 -1.62070
N -1.21139 -1.63244 2.54481
N -1.55801 -1.43534 -1.20116
N 0.15105 0.46090 -1.10790
H -0.03698 1.25104 -1.67841
H 0.46446 2.89497 0.00148
H 2.27727 2.59830 0.46302
H 1.66563 0.73933 2.06683
H -0.06689 1.36428 1.76485
H 2.10810 0.59394 -0.43811
H 0.64973 -1.42164 -1.20704
H -0.12066 -0.93295 -2.67169
H -0.73219 -1.48641 3.41287
H -1.57590 -2.25914 -1.75077
H -2.22963 -0.77244 -1.51333
H -1.55903 -1.53650 -0.01668
```

Most stable to least stable: b, a

a | # C16H26N4O2S

A molecular structure, C16H26N4O2S (ωB97M-V/def2-TZVPD, the Open Molecules 2025 dataset).

The calculation puts the gap between HOMO and LUMO at 7.86 eV. The LUMO energy comes out at 0.0123 Ha. The calculation puts the HOMO energy at -7.5 eV.

```
49
C16H26N4O2S, DFT ωB97M-V/def2-TZVPD
C 1.94371 4.40381 -4.17711
C 1.63024 3.74789 -2.78399
C 1.06681 2.25715 -2.88720
C 0.72992 1.82709 -1.54737
C 1.83359 1.60172 -0.80811
C 1.71699 1.02728 0.64132
N 1.04003 -0.12203 0.60190
C -0.42364 -0.52481 0.57609
N -0.77976 -1.75073 0.34933
C 0.31154 -2.38034 0.13090
C 1.60924 -1.65700 0.03843
C 2.81634 -2.01809 -0.39110
O 3.62219 -1.23617 -0.28848
N 2.80458 -3.41512 -0.52153
C 1.60450 -4.24198 -0.65805
O 1.95032 -5.30409 -0.80024
N 0.38408 -3.59145 -0.12158
C -0.67311 -4.47323 -0.15959
H -1.19670 -4.71111 0.77649
H -0.28747 -5.55604 -0.42791
H -1.48318 -4.16546 -1.01848
H 3.85301 -3.72561 -0.77392
S -1.32744 0.70750 1.18116
C -2.80165 -0.13410 1.44301
C -3.05252 -1.18004 2.41526
C -2.95249 -0.23064 3.95714
C -4.27568 0.80662 4.22342
H -4.25375 1.26508 3.36256
H -4.95502 0.12566 4.23330
H -4.08666 1.19997 5.21484
H -2.02312 0.39353 3.80541
H -2.83738 -0.82921 4.65336
H -3.89825 -1.62553 2.66589
H -2.22835 -1.58516 2.60429
H -3.06631 -0.72999 0.48498
H -3.65216 0.40439 1.35785
H 0.97707 1.56186 1.08336
H 2.81081 0.73586 1.34349
H 2.71071 0.77280 -1.30723
H 2.82356 2.39057 -0.61786
H 0.22613 0.97507 -1.52700
H 0.44001 2.61203 -0.93776
H 0.24748 2.56439 -3.55748
H 1.77779 1.90548 -3.44076
H 1.10227 4.47233 -2.43619
H 2.55681 3.75633 -2.26500
H 2.50739 3.83702 -4.74812
H 2.22128 5.46175 -4.06309
H 0.93624 4.37472 -4.87862
```

b | # C16H26N4O2S

C16H26N4O2S in the gas phase (ωB97M-V/def2-TZVPD, the Open Molecules 2025 dataset).

The calculation puts the gap between HOMO and LUMO at 9.01 eV. The LUMO energy comes out at 0.0164 Ha. The calculation puts the HOMO energy at -8.6 eV. As for the SMILES: CCCc1nnc(NC(=O)CCC(=O)NC2CCCCCC2)s1.

```
49
C16H26N4O2S, DFT ωB97M-V/def2-TZVPD
C -1.01388 -7.49756 4.92012
C -0.90631 -6.49307 3.78108
H -0.39576 -6.95205 2.93202
H -1.90592 -6.19869 3.45347
C -0.13275 -5.24304 4.21270
C -0.03235 -4.25655 3.11160
N 1.07125 -3.87179 2.58069
N 0.93234 -2.98004 1.60592
C -0.29836 -2.66844 1.37667
N -0.68202 -1.75875 0.43390
C -1.98889 -1.44463 0.23740
O -2.88825 -1.97606 0.85610
C -2.26521 -0.35898 -0.79149
H -2.18452 0.60257 -0.27505
H -3.30798 -0.48206 -1.08974
C -1.36152 -0.36574 -2.03414
C -0.06907 0.38830 -1.76691
O 0.82810 -0.08450 -1.08395
N 0.01168 1.60983 -2.30834
H -0.77151 1.99490 -2.81255
C 1.14429 2.49537 -2.06948
C 1.38910 3.35369 -3.31303
H 2.44826 3.60824 -3.36217
C 0.57473 4.64735 -3.39020
C 1.26490 5.82150 -2.69597
C 1.22941 5.76611 -1.17114
C 1.80455 4.48560 -0.56762
H 2.79370 4.28465 -0.98004
C 0.89476 3.27417 -0.76979
H 1.03075 2.57025 0.05349
H -0.14671 3.60458 -0.74274
H 1.92630 4.64683 0.50549
H 1.79450 6.61932 -0.78863
H 0.19764 5.88238 -0.82962
H 2.30373 5.86438 -3.03137
H 0.78280 6.74976 -3.01243
H -0.42209 4.50295 -2.96991
H 0.44786 4.90921 -4.44332
H 1.17447 2.73051 -4.18506
H 2.00628 1.83604 -1.91964
H -1.11679 -1.39423 -2.30553
H -1.89481 0.09172 -2.86860
H 0.07392 -1.27277 -0.07485
S -1.45423 -3.50018 2.39633
H 0.87953 -5.51269 4.51813
H -0.64337 -4.78157 5.06224
H -1.56200 -8.37979 4.59854
H -0.02480 -7.80804 5.24947
H -1.53575 -7.05900 5.76797
```

Most stable to least stable: b, a